# 1
DFT (wB97M-V/def2-TZVPD) results for a cluster of 2 separate species, C9H14 in total at a distorted geometry.

The geometry in XYZ format:
```
23
C9H14 | the OMol25 dataset | wB97M-V/def2-TZVPD
C 0.12 2.66 -1.98
C 0.17 1.70 -0.81
C -0.91 0.97 -0.31
C -0.77 0.13 0.82
C 0.49 -0.05 1.45
C 1.58 0.49 0.71
C 1.44 1.40 -0.31
H -0.92 3.01 -2.13
H 0.40 2.26 -2.96
H 0.62 3.58 -1.63
H -1.85 1.05 -0.77
H -1.56 -0.25 1.37
H 0.71 -0.46 2.44
H 2.69 0.20 0.96
H 2.37 1.86 -0.76
C -0.30 -3.12 -0.15
C -1.43 -3.02 0.85
H -0.20 -2.28 -0.77
H 0.67 -3.23 0.32
H -0.25 -3.97 -0.89
H -2.16 -2.17 0.55
H -1.02 -2.53 1.78
H -1.85 -3.98 0.86
```

Computed properties:
Highest occupied orbital energy, eV: -8.980
SMILES string: Cc1ccccc1.CC
Charge: 0
Orbital gap, hartree: 0.3662
Relative energy (zero: lowest compared OMol25 entry of this formula, charge and spin), kcal/mol: 34.2
Multiplicity: 1


# 2
DFT (wB97M-V/def2-TZVPD) results for a cluster of 12 separate species, C44H66Cl4F4N6O6 in total at a distorted geometry.

The geometry in XYZ format:
```
130
C44H66Cl4F4N6O6 | the OMol25 dataset | wB97M-V/def2-TZVPD
C -2.82 1.96 6.18
C -1.56 2.31 5.44
O -0.78 1.45 5.21
N -1.50 3.54 4.89
C -0.48 3.79 3.81
H -3.31 1.05 5.82
H -3.39 2.87 6.03
H -2.61 1.81 7.24
H -2.26 4.18 5.05
H 0.52 4.06 4.15
H -0.85 4.58 3.16
H -0.39 2.92 3.16
C -1.88 -4.13 0.52
C -0.61 -4.99 0.60
O 0.39 -4.63 -0.03
N -0.65 -6.17 1.23
C 0.50 -7.02 1.42
H -2.58 -4.52 1.25
H -2.23 -4.19 -0.50
H -1.67 -3.09 0.78
H -1.57 -6.51 1.46
H 0.23 -7.73 2.20
H 1.35 -6.39 1.69
H 0.78 -7.40 0.44
C 2.76 2.93 5.89
C 2.94 1.54 5.25
O 4.01 1.37 4.69
N 2.15 0.50 5.45
C 2.35 -0.83 4.82
H 2.96 3.61 5.07
H 3.48 3.11 6.69
H 1.75 3.08 6.27
H 1.34 0.55 6.05
H 3.36 -1.14 5.08
H 2.15 -0.86 3.75
H 1.52 -1.44 5.18
C 1.02 -3.01 -3.78
C 1.26 -4.49 -3.87
O 1.50 -5.04 -4.88
N 1.19 -5.23 -2.72
C 1.35 -6.70 -2.65
H 0.67 -2.54 -4.70
H 1.93 -2.48 -3.48
H 0.38 -2.85 -2.92
H 0.82 -4.78 -1.89
H 1.29 -7.18 -3.63
H 0.65 -7.18 -1.96
H 2.34 -7.04 -2.36
C 1.46 1.79 -4.33
C 1.87 2.39 -5.70
O 3.04 2.61 -5.97
N 0.93 2.52 -6.62
C 1.07 2.97 -7.97
H 2.33 1.32 -3.86
H 0.73 0.99 -4.52
H 0.97 2.55 -3.72
H 0.02 2.27 -6.25
H 1.92 2.64 -8.56
H 1.09 4.06 -7.92
H 0.09 2.85 -8.44
C -1.01 5.98 -1.82
C -0.71 6.35 -0.39
O -0.93 5.50 0.49
N -0.28 7.62 -0.22
C -0.02 8.14 1.12
H -1.95 6.38 -2.19
H -1.14 4.89 -1.84
H -0.15 6.25 -2.44
H -0.33 8.20 -1.04
H -0.24 9.20 1.19
H 1.04 8.03 1.38
H -0.55 7.79 2.01
C -0.93 -3.41 4.25
Cl -2.09 -4.56 4.81
Cl -1.77 -1.85 3.91
H -0.02 -3.32 4.84
H -0.67 -3.71 3.23
C 1.55 3.96 0.96
Cl 2.81 2.95 1.68
Cl 2.04 4.76 -0.63
H 0.67 3.41 0.64
H 1.26 4.68 1.72
F -1.02 2.37 -0.65
C -0.52 1.15 -0.36
C 0.05 0.28 -1.33
C 0.70 -0.89 -0.95
C 0.60 -1.22 0.40
C 0.09 -0.37 1.37
C -0.55 0.79 0.97
H -0.12 0.58 -2.35
H 1.19 -1.55 -1.65
H 0.89 -2.20 0.73
H 0.16 -0.58 2.42
H -0.98 1.51 1.64
F 3.36 -2.89 -0.26
C 4.04 -3.92 0.32
C 3.55 -5.20 0.32
C 4.10 -6.19 1.15
C 5.35 -5.90 1.78
C 5.89 -4.61 1.79
C 5.19 -3.66 1.04
H 2.69 -5.46 -0.27
H 3.52 -7.08 1.35
H 5.78 -6.78 2.22
H 6.83 -4.42 2.27
H 5.60 -2.66 1.12
F -5.80 0.12 -0.82
C -5.02 0.85 0.05
C -4.50 0.34 1.29
C -3.73 1.13 2.15
C -3.40 2.41 1.82
C -3.79 2.93 0.56
C -4.69 2.18 -0.26
H -4.87 -0.62 1.64
H -3.38 0.77 3.10
H -2.84 3.07 2.47
H -3.53 3.95 0.35
H -5.12 2.69 -1.11
F -3.91 -2.15 -6.90
C -3.42 -1.07 -6.35
C -3.26 -1.02 -4.95
C -2.77 0.18 -4.39
C -2.37 1.30 -5.12
C -2.68 1.24 -6.49
C -3.12 0.04 -7.07
H -3.49 -1.85 -4.29
H -2.81 0.37 -3.33
H -1.93 2.11 -4.57
H -2.50 2.12 -7.08
H -3.34 -0.04 -8.13
```

Computed properties:
Highest occupied orbital energy (alpha / beta), eV: -10.453 / -10.453
Charge: +1
Orbital gap (alpha / beta), hartree: 0.2695 / 0.0731
Multiplicity: 2


# 3
DFT (wB97M-V/def2-TZVPD) results for a cluster of 12 separate species, C42H90F14N10O25S10 in total at a distorted geometry.

The geometry in XYZ format:
```
191
C42H90F14N10O25S10 | the OMol25 dataset | wB97M-V/def2-TZVPD
C -8.10 -4.18 -17.99
C -7.75 -3.57 -19.35
C -8.93 -3.46 -20.35
N -8.44 -3.66 -21.83
C -7.26 -2.73 -22.32
C -8.10 -5.23 -21.95
C -9.33 -5.92 -22.49
C -10.01 -4.86 -23.40
C -9.65 -3.48 -22.82
H -8.96 -3.72 -17.50
H -7.26 -4.09 -17.29
H -8.38 -5.21 -18.20
H -6.90 -4.10 -19.79
H -7.46 -2.57 -19.02
H -9.42 -2.49 -20.32
H -9.81 -4.07 -20.14
H -7.14 -2.90 -23.39
H -6.41 -3.16 -21.79
H -7.34 -1.65 -22.20
H -7.40 -5.31 -22.77
H -7.70 -5.61 -21.01
H -8.87 -6.68 -23.13
H -9.91 -6.35 -21.68
H -9.64 -4.89 -24.42
H -11.10 -4.92 -23.35
H -9.34 -2.91 -23.69
H -10.38 -2.97 -22.19
C -18.60 1.84 -29.50
C -18.22 0.50 -30.12
C -17.07 -0.22 -29.35
N -16.42 -1.38 -30.20
C -17.52 -2.48 -30.47
C -15.31 -2.10 -29.36
C -14.33 -2.53 -30.39
C -14.24 -1.44 -31.34
C -15.70 -0.93 -31.50
H -17.74 2.50 -29.41
H -19.11 1.83 -28.53
H -19.38 2.34 -30.07
H -17.95 0.76 -31.14
H -19.19 -0.01 -30.10
H -17.48 -0.64 -28.44
H -16.23 0.47 -29.23
H -18.27 -1.89 -31.00
H -17.83 -2.78 -29.47
H -17.02 -3.24 -31.07
H -15.69 -2.92 -28.75
H -14.99 -1.35 -28.64
H -14.53 -3.53 -30.77
H -13.44 -2.85 -29.85
H -13.98 -1.85 -32.31
H -13.49 -0.69 -31.08
H -16.27 -1.29 -32.36
H -15.88 0.14 -31.59
C -15.39 5.25 -38.02
C -14.14 4.44 -38.27
C -14.32 3.25 -39.30
N -12.96 2.61 -39.58
C -12.55 1.87 -38.31
C -11.85 3.50 -40.23
C -11.07 2.61 -41.22
C -12.29 1.98 -41.87
C -13.28 1.59 -40.71
H -15.69 5.23 -36.98
H -16.25 4.84 -38.56
H -15.20 6.28 -38.31
H -14.01 3.93 -37.32
H -13.33 5.14 -38.44
H -14.64 3.69 -40.25
H -15.02 2.47 -39.00
H -11.63 1.38 -38.63
H -13.30 1.14 -38.02
H -12.34 2.64 -37.56
H -11.26 3.93 -39.42
H -12.43 4.30 -40.68
H -10.38 2.05 -40.59
H -10.57 3.27 -41.93
H -11.90 1.17 -42.49
H -12.79 2.65 -42.57
H -13.00 0.59 -40.37
H -14.30 1.63 -41.10
C 4.79 14.26 -34.82
C 4.16 13.26 -33.81
C 3.51 12.05 -34.36
N 2.74 11.20 -33.33
C 3.49 10.99 -32.06
C 1.24 11.74 -33.03
C 0.35 10.95 -34.06
C 1.18 9.86 -34.74
C 2.47 9.80 -33.95
H 4.06 14.55 -35.58
H 5.69 13.72 -35.11
H 5.11 15.22 -34.40
H 3.45 13.90 -33.29
H 4.98 12.89 -33.19
H 4.23 11.38 -34.82
H 2.80 12.26 -35.15
H 2.97 10.26 -31.45
H 3.60 11.83 -31.37
H 4.45 10.75 -32.54
H 1.08 11.75 -31.95
H 1.15 12.80 -33.24
H -0.55 10.46 -33.68
H 0.20 11.72 -34.82
H 0.83 8.84 -34.87
H 1.42 10.08 -35.78
H 2.25 9.16 -33.09
H 3.40 9.41 -34.37
C -5.22 0.01 -34.91
C -5.58 0.42 -33.44
C -4.42 0.41 -32.48
N -4.56 1.30 -31.18
C -5.86 0.95 -30.39
C -4.29 2.80 -31.26
C -3.14 3.07 -30.18
C -3.09 1.85 -29.26
C -3.39 0.77 -30.22
H -4.74 -0.97 -35.03
H -4.52 0.74 -35.32
H -6.08 -0.07 -35.58
H -6.32 -0.30 -33.09
H -6.12 1.36 -33.50
H -3.48 0.75 -32.89
H -4.06 -0.59 -32.22
H -5.91 1.86 -29.80
H -5.80 0.04 -29.79
H -6.54 1.00 -31.24
H -5.24 3.33 -31.30
H -3.88 2.92 -32.27
H -3.16 4.09 -29.81
H -2.22 3.33 -30.69
H -3.83 1.65 -28.48
H -2.08 1.80 -28.86
H -3.59 -0.17 -29.71
H -2.59 0.70 -30.96
N 1.82 2.25 -33.58
O 2.34 2.76 -32.58
O 1.99 1.08 -33.88
O 1.09 2.86 -34.36
C 2.26 3.73 -22.02
F 1.14 3.78 -21.28
F 2.35 2.57 -22.66
F 2.30 4.67 -22.91
S 3.87 3.84 -20.80
O 3.62 2.84 -19.77
O 5.07 3.60 -21.62
O 3.97 5.21 -20.24
C -9.40 -6.33 -37.27
F -8.61 -6.04 -36.33
F -10.58 -6.75 -36.81
F -9.63 -5.27 -38.06
S -8.57 -7.60 -38.47
O -7.57 -6.80 -39.06
O -8.00 -8.62 -37.65
O -9.52 -8.12 -39.44
N 1.29 12.75 -25.96
S 0.16 11.72 -25.42
O -1.11 11.78 -26.08
O 0.31 11.34 -24.00
F 0.71 10.43 -26.29
S 0.70 14.04 -25.43
O 1.20 14.51 -24.13
O -0.54 14.53 -25.97
F 1.74 14.85 -26.38
N -10.10 5.76 -33.45
S -9.32 7.03 -34.24
O -8.36 7.69 -33.41
O -10.06 7.73 -35.30
F -8.33 6.23 -35.15
S -10.64 6.57 -32.34
O -11.52 7.69 -32.59
O -9.82 6.71 -31.11
F -11.75 5.41 -31.92
N -10.69 2.83 -21.17
S -10.21 4.04 -20.14
O -11.22 4.99 -19.65
O -8.86 4.60 -20.24
F -10.08 3.09 -18.90
S -10.47 3.68 -22.39
O -9.19 3.63 -23.04
O -11.10 4.96 -22.57
F -11.39 2.80 -23.44
N -4.80 -5.50 -27.74
S -5.00 -6.14 -29.05
O -5.96 -7.27 -28.99
O -3.97 -6.26 -30.07
F -5.97 -5.08 -29.66
S -3.56 -6.56 -27.27
O -2.41 -6.69 -28.15
O -4.02 -7.81 -26.70
F -2.97 -5.60 -26.10
```

Computed properties:
Highest occupied orbital energy, eV: -3.651
Charge: -2
Orbital gap, hartree: 0.1278
Multiplicity: 1


# 4
DFT (wB97M-V/def2-TZVPD) results for a structure of composition C18H35N3OPPdS2Si.

The geometry in XYZ format:
```
62
C18H35N3OPPdS2Si | the OMol25 dataset | wB97M-V/def2-TZVPD
Pd -0.54 -0.43 -0.44
C 1.36 5.04 -1.32
Si 2.91 4.07 -0.91
C 4.11 4.27 -2.35
C 3.69 4.83 0.62
C 2.73 2.23 -0.59
C 3.91 1.57 -0.27
C 3.92 0.21 0.05
C 2.72 -0.46 0.00
N 1.58 0.12 -0.35
C 1.54 1.45 -0.60
S -0.05 2.04 -0.89
H 1.63 6.09 -1.48
H 0.64 4.98 -0.51
H 0.87 4.65 -2.21
H 4.31 5.32 -2.56
H 3.70 3.81 -3.25
H 5.07 3.78 -2.14
H 3.87 5.90 0.48
H 4.64 4.36 0.86
H 3.03 4.70 1.48
H 4.85 2.12 -0.24
H 4.83 -0.30 0.33
H 2.66 -1.51 0.25
O -2.45 -0.46 -0.36
C 1.50 -3.34 -1.77
C 0.00 -3.58 -1.72
P -0.93 -2.59 -0.48
C -2.62 -3.14 -0.89
C -2.97 -4.62 -0.99
C -0.41 -3.31 1.13
C -0.48 -4.81 1.40
H 1.97 -3.96 -2.54
H 1.98 -3.59 -0.82
H 1.71 -2.30 -1.99
H -0.21 -4.64 -1.56
H -0.45 -3.32 -2.69
H -2.80 -2.64 -1.85
H -3.26 -2.58 -0.21
H -2.30 -5.16 -1.66
H -3.98 -4.72 -1.40
H -2.97 -5.12 -0.03
H -0.93 -2.73 1.90
H 0.63 -2.98 1.23
H -1.50 -5.18 1.47
H 0.02 -5.04 2.35
H 0.03 -5.39 0.62
S -0.36 0.08 3.00
C -1.85 0.66 2.46
N -1.95 1.86 1.86
C -3.08 2.20 1.00
C -4.36 1.68 1.63
C -4.19 0.19 1.89
N -3.00 -0.02 2.70
H -1.05 2.18 1.52
H -2.92 1.71 0.04
H -3.10 3.29 0.90
H -5.19 1.84 0.96
H -4.57 2.20 2.57
H -4.07 -0.33 0.94
H -5.05 -0.21 2.45
H -2.81 -0.96 3.00
```

Computed properties:
Highest occupied orbital energy (alpha / beta), eV: -3.342 / -3.343
Charge: -1
Orbital gap (alpha / beta), hartree: 0.2276 / 0.2276
Relative energy (zero: lowest compared OMol25 entry of this formula, charge and spin), kcal/mol: 46.2
Multiplicity: 1


# 5
DFT (wB97M-V/def2-TZVPD) results for a structure of composition C4H3AgO5.

The geometry in XYZ format:
```
13
C4H3AgO5 | the OMol25 dataset | wB97M-V/def2-TZVPD
C 3.88 1.89 -0.48
O 4.51 2.61 -1.14
O 3.28 1.21 0.24
C -0.06 -0.86 0.89
O -1.46 -0.98 -0.90
C -1.83 0.00 -0.12
C -0.35 -1.70 -0.31
O -1.06 0.08 0.97
O -2.76 0.74 -0.34
Ag -4.32 2.67 0.47
H 0.37 -1.19 1.83
H 0.47 -1.73 -1.05
H -0.67 -2.72 -0.08
```

Computed properties:
Highest occupied orbital energy (alpha / beta), eV: -11.745 / -15.056
Charge: +1
Orbital gap (alpha / beta), hartree: 0.2008 / 0.3225
Relative energy (zero: lowest compared OMol25 entry of this formula, charge and spin), kcal/mol: 0.0
Multiplicity: 2


# 6
DFT (wB97M-V/def2-TZVPD) results for a cluster of 2 separate species, CH5N2OP in total at a distorted geometry.

The geometry in XYZ format:
```
10
CH5N2OP | the OMol25 dataset | wB97M-V/def2-TZVPD
C 1.11 -0.35 0.00
N 1.33 0.91 -0.18
N -0.90 -0.53 -0.88
O 1.58 -1.33 0.43
P -2.02 -0.22 0.29
H 0.61 1.46 -0.63
H 2.23 1.33 0.05
H -0.93 -1.49 -1.21
H -1.53 1.04 0.67
H -1.49 -0.82 1.46
```

Computed properties:
Highest occupied orbital energy (alpha / beta), eV: -7.830 / -7.831
Charge: 0
Orbital gap (alpha / beta), hartree: 0.2936 / 0.2936
Relative energy (zero: lowest compared OMol25 entry of this formula, charge and spin), kcal/mol: 54.9
Multiplicity: 1


# 7
DFT (wB97M-V/def2-TZVPD) results for a structure of composition CIN5O2 at a distorted geometry.

The geometry in XYZ format:
```
9
CIN5O2 | the OMol25 dataset | wB97M-V/def2-TZVPD
C -0.92 -0.58 0.16
N -0.30 -1.21 1.07
N -0.14 -0.34 -0.95
N 0.91 -1.38 0.57
N 1.02 -0.90 -0.66
N -0.05 1.36 -0.20
O -0.96 2.02 -0.44
O 1.01 1.57 0.23
I -2.97 -0.14 0.03
```

Computed properties:
Highest occupied orbital energy, eV: -10.560
Charge: 0
Orbital gap, hartree: 0.2979
Relative energy (zero: lowest compared OMol25 entry of this formula, charge and spin), kcal/mol: 35.3
Multiplicity: 1


# 8
DFT (wB97M-V/def2-TZVPD) results for a cluster of 2 separate species, C5H9N2 in total at a distorted geometry.

The geometry in XYZ format:
```
16
C5H9N2 | the OMol25 dataset | wB97M-V/def2-TZVPD
C -0.09 -1.06 0.20
C 0.41 2.20 -0.29
C 0.58 1.04 -0.99
C 0.63 3.51 -1.03
C -1.00 -3.16 0.77
N 0.23 -0.15 -0.45
N -0.38 -3.78 1.74
H -0.01 2.18 0.69
H 0.89 1.07 -2.02
H 1.41 3.38 -1.79
H -0.33 3.68 -1.52
H 0.89 4.40 -0.55
H -0.91 -3.13 -0.26
H -1.91 -2.59 0.98
H 0.51 -4.15 1.88
H -0.93 -3.46 2.63
```

Computed properties:
Highest occupied orbital energy, eV: -13.019
Charge: +1
Orbital gap, hartree: 0.3187
Relative energy (zero: lowest compared OMol25 entry of this formula, charge and spin), kcal/mol: 106.0
Multiplicity: 1


# 9
DFT (wB97M-V/def2-TZVPD) results for an isolated molecule of C4H12BN at a distorted geometry.

The geometry in XYZ format:
```
18
C4H12BN | the OMol25 dataset | wB97M-V/def2-TZVPD
B 2.15 0.02 0.41
N 1.18 -0.40 -0.38
C -0.23 -0.07 -0.08
C -0.24 1.54 -0.08
C -1.13 -0.60 -1.22
C -0.71 -0.64 1.25
H 3.18 -0.20 -0.04
H 1.72 0.10 1.54
H 1.38 -0.96 -1.40
H -0.24 1.89 -1.15
H -1.01 2.05 0.53
H 0.80 1.81 0.34
H -2.14 -0.34 -0.79
H -1.03 -1.64 -1.29
H -1.11 -0.02 -2.17
H -0.06 -1.57 1.37
H -0.76 0.04 2.18
H -1.74 -1.00 0.98
```

Computed properties:
Highest occupied orbital energy, eV: -9.830
SMILES string: BNC(C)(C)C
Charge: 0
Orbital gap, hartree: 0.3900
Relative energy (zero: lowest compared OMol25 entry of this formula, charge and spin), kcal/mol: 49.5
Multiplicity: 1


| no. | energy (hartree) |
| --- | --- |
| 1 | -351.27566 |
| 2 | -4736.05635 |
| 3 | -9462.03369 |
| 4 | -2501.57929 |
| 5 | -677.08875 |
| 6 | -567.12705 |
| 7 | -759.80625 |
| 8 | -305.06104 |
| 9 | -239.15757 |